{"formula": "C5H34N2O10", "method": "the ωB97M-V functional and the def2-TZVPD basis", "total_energy_ev": -29191.110, "relative_energy_kcal_mol": 73.3, "gap_ev": 9.435, "largest_force_ev_per_a": 3.3, "smiles": "CCC[C@@H](N)CN.O.O.O.O.O.O.O.O.O.O", "elements": ["C", "C", "C", "C", "N", "C", "N", "H", "H", "H", "H", "H", "H", "H", "H", "H", "H", "H", "H", "H", "H", "O", "H", "H", "O", "H", "H", "O", "H", "H", "O", "H", "H", "O", "H", "H", "O", "H", "H", "O", "H", "H", "O", "H", "H", "O", "H", "H", "O", "H", "H"], "xyz": [[1.842, 3.349, -1.154], [1.263, 2.033, -0.698], [2.117, 1.201, 0.255], [1.527, -0.291, 0.217], [2.706, -1.164, 0.198], [0.573, -0.321, 1.411], [-0.468, -1.337, 1.208], [1.845, 4.055, -0.338], [2.806, 3.211, -1.658], [1.385, 3.621, -2.121], [0.356, 2.328, -0.118], [0.887, 1.379, -1.478], [2.165, 1.533, 1.298], [3.187, 1.157, 0.003], [0.984, -0.329, -0.739], [3.273, -0.925, 1.000], [2.419, -2.117, 0.388], [1.213, -0.373, 2.297], [-0.021, 0.602, 1.334], [-1.134, -0.974, 0.540], [-0.156, -2.222, 0.840], [-3.210, 0.174, 0.568], [-3.747, 0.776, 1.087], [-2.629, -0.315, 1.146], [-2.699, 2.088, 2.712], [-2.621, 2.946, 3.050], [-2.158, 1.394, 3.057], [-1.825, 4.186, -0.392], [-2.494, 3.532, -0.178], [-1.434, 3.978, -1.242], [0.781, 0.036, -3.361], [0.373, 0.000, -4.232], [1.632, -0.358, -3.577], [0.726, -3.802, -0.958], [-0.182, -3.656, -0.644], [0.477, -3.731, -1.893], [-1.663, -1.740, -1.415], [-1.044, -1.644, -2.156], [-2.466, -1.501, -1.896], [-2.063, -0.680, 3.242], [-2.655, -1.191, 3.796], [-1.670, -1.238, 2.554], [2.914, -2.446, -2.616], [2.433, -2.952, -1.948], [3.371, -1.856, -2.004], [-2.334, 0.597, -1.974], [-1.642, 0.414, -1.332], [-1.828, 0.950, -2.716], [-0.674, -3.027, 3.633], [-0.277, -2.337, 4.173], [-0.157, -3.012, 2.830]]}


{"formula": "C6H5N3O", "method": "the ωB97M-V functional and the def2-TZVPD basis", "total_energy_ev": -12820.547, "relative_energy_kcal_mol": 0.0, "gap_ev": 8.614, "largest_force_ev_per_a": 3.0, "smiles": "O=c1nc[nH]c2[nH]ccc12", "elements": ["O", "C", "N", "C", "N", "C", "N", "C", "C", "C", "H", "H", "H", "H", "H"], "xyz": [[2.157, -2.149, -0.047], [1.598, -1.073, -0.061], [2.397, 0.143, -0.008], [1.867, 1.295, 0.014], [0.523, 1.573, -0.063], [-0.322, 0.470, -0.074], [-1.660, 0.544, -0.088], [-2.075, -0.792, 0.005], [-0.985, -1.620, 0.047], [0.172, -0.802, -0.013], [2.524, 2.183, 0.020], [0.199, 2.543, 0.276], [-2.290, 1.380, -0.002], [-3.171, -0.990, -0.047], [-0.934, -2.706, 0.040]]}


{"formula": "C2H14O6", "method": "the ωB97M-V functional and the def2-TZVPD basis", "total_energy_ev": -14585.828, "relative_energy_kcal_mol": 4.0, "gap_ev": 10.162, "largest_force_ev_per_a": 0.7, "smiles": "OCCO.O.O.O.O", "elements": ["O", "C", "C", "O", "H", "H", "H", "H", "H", "H", "O", "H", "H", "O", "H", "H", "O", "H", "H", "O", "H", "H"], "xyz": [[-2.211, 1.697, -1.288], [-1.306, 1.684, -0.192], [-1.958, 1.256, 1.106], [-2.756, 0.091, 0.949], [-2.122, 0.856, -1.745], [-0.467, 1.016, -0.414], [-0.890, 2.688, -0.091], [-2.575, 2.061, 1.534], [-1.175, 1.039, 1.834], [-3.146, 0.134, 0.070], [1.061, -0.820, 0.437], [1.970, -0.638, 0.699], [1.068, -0.800, -0.533], [-0.560, -3.064, 1.124], [0.010, -2.287, 1.004], [-1.327, -2.725, 1.595], [0.791, -0.464, -2.389], [1.467, 0.026, -2.868], [0.757, -1.330, -2.811], [4.379, -0.223, 0.286], [4.495, -0.842, 1.014], [4.495, 0.647, 0.681]]}


{"formula": "C5H4", "method": "the ωB97M-V functional and the def2-TZVPD basis", "total_energy_ev": -5243.556, "relative_energy_kcal_mol": 60.9, "gap_ev": 8.250, "largest_force_ev_per_a": 2.1, "smiles": "C=C1C2=C1C2", "elements": ["C", "C", "C", "C", "C", "H", "H", "H", "H"], "xyz": [[-1.976, 0.000, -0.004], [-0.665, 0.000, -0.010], [0.541, 0.765, -0.037], [0.541, -0.767, -0.037], [1.800, 0.001, 0.015], [-2.526, -0.921, 0.001], [-2.526, 0.921, -0.003], [2.437, 0.000, -0.870], [2.373, 0.002, 0.944]]}


{"formula": "C3H5N", "method": "the ωB97M-V functional and the def2-TZVPD basis", "total_energy_ev": -4677.614, "relative_energy_kcal_mol": 97.8, "gap_ev": 8.386, "largest_force_ev_per_a": 3.6, "elements": ["C", "C", "C", "N", "H", "H", "H", "H", "H"], "xyz": [[-1.715, 0.483, 0.576], [-0.564, -0.077, 0.191], [0.120, -0.738, -0.652], [0.769, -1.437, -1.397], [-2.534, 0.879, -0.025], [-2.029, 0.439, 1.666], [1.879, 1.281, 0.227], [2.572, 1.235, 0.788], [1.503, -2.066, -1.373]]}


{"formula": "CLiO2Rh", "method": "the ωB97M-V functional and the def2-TZVPD basis", "total_energy_ev": -8299.121, "relative_energy_kcal_mol": 2.1, "total_charge": 3, "gap_ev": [11.253, 4.663], "s_squared": 8.7796, "largest_force_ev_per_a": 4.3, "spin_multiplicity": 6, "elements": ["O", "C", "O", "Rh", "Li"], "xyz": [[-2.318, 1.465, 0.184], [-1.719, 0.509, 0.152], [1.286, -0.396, 0.015], [3.053, -0.216, -0.240], [-0.301, -1.362, -0.111]]}